(a)
{"formula": "C6H16NO", "method": "the ωB97M-V functional and the def2-TZVPD basis", "symbols": ["C", "C", "C", "C", "C", "C", "N", "H", "H", "H", "H", "H", "H", "H", "H", "H", "H", "H", "H", "H", "H", "H", "H", "O"], "positions_angstrom": [[-1.0912, 1.8097, -1.2498], [-0.8045, 0.9202, -0.0619], [0.6446, 0.4412, 0.0725], [1.0202, -0.4651, -1.0597], [1.2105, -1.7717, -0.9395], [1.6454, -2.6372, -2.0982], [-1.1460, 1.7382, 1.2040], [-0.9435, 1.2967, -2.2010], [-2.1234, 2.1539, -1.2479], [-0.4413, 2.6846, -1.2328], [-1.5344, 0.1185, -0.0392], [0.7796, 0.0520, 1.0797], [1.2307, 1.3638, 0.0269], [1.2420, 0.0236, -1.9953], [1.0468, -2.2948, 0.0004], [1.8795, -3.6519, -1.7746], [2.5513, -2.2259, -2.5214], [0.8866, -2.6433, -2.8828], [-0.3144, 2.2282, 1.5268], [-1.4369, 1.1211, 1.9891], [-1.9566, 2.3272, 1.0277], [-0.3489, -0.3086, 3.9332], [-1.4225, -1.0704, 3.2350], [-0.8607, -0.2898, 3.1119]], "homo_energy_ev": -12.627, "homo_lumo_gap_ev": 9.53, "multiplicity": 1, "total_charge": 1}

---

(b)
{"formula": "C6H16NO", "method": "the ωB97M-V functional and the def2-TZVPD basis", "symbols": ["C", "C", "C", "C", "C", "C", "N", "H", "H", "H", "H", "H", "H", "H", "H", "H", "H", "H", "H", "H", "H", "H", "H", "O"], "positions_angstrom": [[-0.7335, -0.9769, 1.3785], [0.6377, -0.6982, 0.8014], [0.7725, 0.6975, 0.1243], [2.2262, 0.7806, -0.4194], [2.3329, 1.7774, -1.5260], [2.7341, 1.5988, -2.7728], [-1.7876, -1.0011, 0.3098], [-0.8466, -1.8779, 1.9820], [-0.9565, -0.1973, 2.1108], [0.9548, -1.4229, 0.0455], [1.3815, -0.8504, 1.5848], [0.6071, 1.4297, 0.9116], [0.0994, 0.8758, -0.7158], [2.8907, 1.0803, 0.3928], [2.5755, -0.1958, -0.7645], [2.0107, 2.7790, -1.2302], [3.0598, 2.2518, -3.5672], [2.9828, 0.5799, -3.0892], [-1.5396, -0.3803, -0.4411], [-2.6856, -0.7120, 0.7345], [-1.9400, -1.9591, 0.0188], [-4.6680, -1.9169, 0.8051], [-4.9119, -0.8520, 2.0118], [-4.2651, -1.3335, 1.4574]], "homo_energy_ev": -12.313, "homo_lumo_gap_ev": 9.01, "multiplicity": 1, "total_charge": 1}

---

(c)
{"formula": "C6H16NO", "method": "the ωB97M-V functional and the def2-TZVPD basis", "symbols": ["C", "O", "C", "C", "C", "C", "C", "N", "H", "H", "H", "H", "H", "H", "H", "H", "H", "H", "H", "H", "H", "H", "H", "H"], "positions_angstrom": [[1.5729, 1.2396, 1.1690], [1.2990, 2.6103, 1.5454], [0.1389, 0.5172, 0.9178], [0.1956, -0.5884, -0.1422], [0.5378, -0.0801, -1.5084], [-0.9915, -1.5847, -0.0732], [-1.2519, -2.4174, -1.3125], [-0.8299, 1.6633, 0.6401], [2.0666, 0.7671, 2.0110], [2.1310, 1.2276, 0.2360], [1.9901, 2.8563, 2.1526], [-0.0641, 0.1487, 1.9303], [1.0657, -1.1331, 0.2594], [1.0879, -0.8611, -2.0372], [-0.2803, 0.2807, -2.1419], [1.2607, 0.7522, -1.5011], [-0.6927, -2.2657, 0.7391], [-1.8551, -1.0119, 0.2471], [-1.8445, -3.2697, -0.9656], [-0.4429, -2.7284, -1.9679], [-1.9763, -1.8559, -1.9051], [-0.9029, 2.1615, 1.5208], [-1.7297, 1.3157, 0.2991], [-0.4848, 2.2560, -0.1126]], "homo_energy_ev": -14.782, "homo_lumo_gap_ev": 11.47, "multiplicity": 1, "smiles": "CC[C@@H](C)[C@H]([NH3+])CO", "total_charge": 1}

---

In hartree, relative to the most stable structure: (a) 0.0000; (b) 0.0245; (c) 0.0205.

---

(a)
{"formula": "C2H5NO2", "method": "the ωB97M-V functional and the def2-TZVPD basis", "symbols": ["C", "C", "N", "O", "O", "H", "H", "H", "H", "H"], "positions_angstrom": [[-0.6436, 0.7583, -0.7062], [1.3448, -0.4100, -0.2391], [-2.2626, 0.6801, -0.6283], [-1.3954, 0.0303, -1.5694], [0.1452, 0.2660, 0.2274], [-0.3665, 1.7968, -1.0537], [1.4819, -1.1979, 0.4923], [2.2024, 0.3614, -0.0272], [1.1387, -0.5309, -1.2708], [-2.6534, -0.0428, -0.1033]], "homo_energy_ev": -9.323, "homo_lumo_gap_ev": 10.24, "multiplicity": 1, "smiles": "CO[C@@H]1NO1"}

---

(b)
{"formula": "C2H5NO2", "method": "the ωB97M-V functional and the def2-TZVPD basis", "symbols": ["N", "C", "O", "C", "O", "H", "H", "H", "H", "H"], "positions_angstrom": [[-0.4061, -0.9871, -0.9789], [-0.7623, 0.1423, -0.2826], [-1.8520, 0.6678, -0.3700], [0.5345, 0.8403, 0.5978], [1.3558, -0.1840, 1.1469], [-1.0047, -1.4038, -1.6898], [0.5156, -1.3681, -0.8424], [1.0557, 1.4183, -0.1481], [0.0997, 1.4471, 1.4055], [0.4638, -0.5728, 1.1617]], "homo_energy_ev": -9.913, "homo_lumo_gap_ev": 10.61, "multiplicity": 1, "smiles": "NC(=O)CO"}

---

(c)
{"formula": "C2H5NO2", "method": "the ωB97M-V functional and the def2-TZVPD basis", "symbols": ["C", "C", "N", "O", "O", "H", "H", "H", "H", "H"], "positions_angstrom": [[0.5876, 0.2197, -0.0556], [-0.7840, 0.0952, -0.1665], [1.4831, -0.6456, -0.3430], [1.1849, 1.4806, 0.7967], [2.7922, -0.4387, -0.3144], [-1.2571, 1.0899, -0.3609], [-0.9826, -0.5759, -1.0474], [-1.3323, -0.1802, 0.6875], [1.0457, -1.5559, -0.6334], [2.1311, 1.2221, 0.5832]], "homo_energy_ev": -8.931, "homo_lumo_gap_ev": 9.41, "multiplicity": 1, "smiles": "C/C(O)=[NH+]/[O-]"}

---

In hartree, relative to the most stable structure: (a) 0.1156; (b) 0.0000; (c) 0.0872.

---

(a)
{"formula": "C3H3N3O", "method": "the ωB97M-V functional and the def2-TZVPD basis", "symbols": ["C", "C", "C", "N", "N", "N", "O", "H", "H", "H"], "positions_angstrom": [[2.9586, -0.6217, -0.2606], [2.0293, 0.3966, 0.3950], [0.5564, 0.9002, 0.0495], [3.7231, -1.2166, -0.8560], [2.5165, 0.9037, 1.4437], [0.5497, 1.9393, -0.8453], [-0.4185, 0.5394, 0.6647], [-0.4287, 2.3512, -0.7885], [1.0890, 1.8392, -1.6891], [1.8101, 1.6446, 1.7777]], "homo_energy_ev": -10.808, "homo_lumo_gap_ev": 10.78, "multiplicity": 1, "smiles": "[H]/N=C(/C#N)C(N)=O"}

---

(b)
{"formula": "C3H3N3O", "method": "the ωB97M-V functional and the def2-TZVPD basis", "symbols": ["N", "C", "N", "N", "O", "C", "C", "H", "H", "H"], "positions_angstrom": [[0.0750, 1.4253, 1.9260], [0.4770, 0.6710, 1.0673], [-1.3047, 1.0684, -1.7662], [-1.4954, 0.1814, -2.3919], [-0.8603, -1.7311, 0.4756], [0.1896, -1.4408, -0.0597], [0.9566, -0.2209, 0.2103], [-0.5684, 2.1700, 1.6687], [0.6426, -2.1033, -0.8237], [1.8881, -0.0199, -0.3063]], "homo_energy_ev": -9.663, "homo_lumo_gap_ev": 10.15, "multiplicity": 1, "smiles": "N=C=CC=O.N#N"}

---

In hartree, relative to the most stable structure: (a) 0.0299; (b) 0.0000.

---

(a)
{"formula": "C3H3N3O", "method": "the ωB97M-V functional and the def2-TZVPD basis", "symbols": ["N", "C", "N", "N", "O", "C", "C", "H", "H", "H"], "positions_angstrom": [[-2.1270, 0.1608, -0.5917], [-1.0793, 0.4084, 0.0105], [0.9785, -1.1446, -2.2350], [1.6891, -1.7070, -1.6268], [0.9051, 0.0335, -0.1304], [0.9432, 0.2233, 1.1040], [-0.4430, 0.3553, 1.2353], [-2.0268, 0.4667, -1.5515], [1.8958, 0.5479, 1.5806], [-0.7356, 0.6558, 2.2049]], "homo_energy_ev": -8.605, "homo_lumo_gap_ev": 7.97, "multiplicity": 1, "smiles": "N=C=CC=O.N#N"}

---

(b)
{"formula": "C3H3N3O", "method": "the ωB97M-V functional and the def2-TZVPD basis", "symbols": ["O", "C", "N", "N", "C", "C", "N", "H", "H", "H"], "positions_angstrom": [[2.2830, -1.3141, -0.1106], [1.2457, -0.7660, 0.1454], [1.1641, 0.6264, 0.5284], [-0.0091, 1.2941, 0.2322], [-1.0392, 0.6835, -0.2129], [-1.0630, -0.7468, -0.0957], [-0.0034, -1.4402, 0.1554], [1.3188, 1.6218, 0.0425], [-1.8719, 1.3015, -0.5245], [-2.0250, -1.2603, -0.1603]], "homo_energy_ev": -9.993, "homo_lumo_gap_ev": 9.43, "multiplicity": 1, "smiles": "O=c1nccn[nH]1"}

---

(c)
{"formula": "C3H3N3O", "method": "the ωB97M-V functional and the def2-TZVPD basis", "symbols": ["C", "C", "C", "H", "H", "H", "N", "N", "N", "O"], "positions_angstrom": [[0.6661, -0.4961, -0.1835], [-0.7207, -0.8590, 0.0752], [0.0306, 1.7349, -0.1499], [1.2691, -2.2496, 0.1221], [-1.2461, -1.8349, -0.0085], [0.3979, 2.7223, -0.1117], [1.6155, -1.3921, -0.2004], [-1.6549, 0.0719, 0.3894], [0.8595, 0.7771, -0.2976], [-1.2170, 1.5254, 0.3650]], "homo_energy_ev": -9.730, "homo_lumo_gap_ev": 9.32, "multiplicity": 1, "smiles": "[H]/N=c1\\cnocn1"}

---

(d)
{"formula": "C3H3N3O", "method": "the ωB97M-V functional and the def2-TZVPD basis", "symbols": ["C", "C", "C", "H", "H", "H", "N", "N", "N", "O"], "positions_angstrom": [[0.2222, 0.9936, 0.7415], [-0.0153, -0.9642, -0.0271], [0.4950, 0.2686, -0.5748], [1.2347, 1.3937, 1.0145], [-0.5482, 1.6834, 0.7661], [-1.0861, -0.4253, 1.8170], [-0.1327, -0.4299, 1.3024], [-0.5109, -1.7791, -1.0094], [0.4233, 0.2446, -1.8894], [-0.0821, -0.9854, -2.1408]], "homo_energy_ev": -9.722, "homo_lumo_gap_ev": 9.90, "multiplicity": 1, "smiles": "C1Nc2nonc21"}

---

In hartree, relative to the most stable structure: (a) 0.0318; (b) 0.0000; (c) 0.0129; (d) 0.0894.

---

(a)
{"formula": "C5H12O2", "method": "the ωB97M-V functional and the def2-TZVPD basis", "symbols": ["C", "C", "C", "C", "C", "H", "H", "H", "H", "H", "H", "H", "H", "H", "H", "O", "H", "H", "O"], "positions_angstrom": [[1.7993, 0.1961, 0.2922], [0.5905, -0.4825, -0.1782], [0.0713, -0.2459, -1.4498], [-0.5861, -2.6886, 0.2442], [0.0733, -1.5997, 0.7416], [2.7004, -0.3070, -0.0978], [1.9706, 0.2744, 1.3470], [1.8167, 1.2731, -0.1991], [0.6209, 0.4071, -2.1989], [-0.7740, -0.7312, -1.9903], [-0.7669, -2.9564, -0.8074], [-0.8615, -3.3063, 1.0748], [0.3114, -1.6768, 1.8032], [-0.9738, 0.9793, 0.8663], [-1.2772, 0.4370, 2.2771], [-1.6370, 0.7174, 1.4271], [-0.3492, 3.6256, -0.9678], [-1.8214, 3.2187, -1.2239], [-0.9075, 2.8658, -0.9602]], "homo_energy_ev": -8.487, "homo_lumo_gap_ev": 9.16, "multiplicity": 1, "smiles": "C=CC(=C)C.O.O"}

---

(b)
{"formula": "C5H12O2", "method": "the ωB97M-V functional and the def2-TZVPD basis", "symbols": ["C", "C", "C", "O", "C", "C", "O", "H", "H", "H", "H", "H", "H", "H", "H", "H", "H", "H", "H"], "positions_angstrom": [[2.1060, -0.6421, 0.7081], [1.7472, 0.0696, -0.5987], [0.4458, -0.3944, -1.1930], [-0.5590, 0.6614, 2.2357], [-0.4678, 0.3913, -1.7592], [-2.7786, -0.2104, 0.1797], [-2.9995, 0.8017, 0.8044], [3.0900, -0.3210, 1.0665], [1.3615, -0.4397, 1.4845], [2.1478, -1.7277, 0.5582], [2.5406, -0.1150, -1.3371], [1.7139, 1.1573, -0.4514], [0.2785, -1.4740, -1.1758], [-0.0764, 1.3557, 1.7715], [-1.3620, -0.0157, -2.2269], [-0.3469, 1.4722, -1.8032], [-1.9788, -0.9117, 0.4687], [-3.3783, -0.4750, -0.7111], [-1.4840, 0.8176, 1.9791]], "homo_energy_ev": -9.838, "homo_lumo_gap_ev": 10.46, "multiplicity": 1, "smiles": "C=CCC.C=O.O"}

---

(c)
{"formula": "C5H12O2", "method": "the ωB97M-V functional and the def2-TZVPD basis", "symbols": ["C", "O", "C", "C", "C", "C", "O", "H", "H", "H", "H", "H", "H", "H", "H", "H", "H", "H", "H"], "positions_angstrom": [[2.5750, 0.3334, -0.9291], [1.2272, 0.5428, -0.6960], [0.4865, -0.5757, -0.0105], [-0.9301, -0.1783, -0.0150], [-1.7976, -1.3540, 0.2418], [-1.2057, 1.0381, 0.8138], [-0.5737, 2.2155, 0.4762], [2.7779, -0.5386, -1.5601], [2.9369, 1.2462, -1.3992], [3.1105, 0.2111, 0.0187], [0.6638, -1.4971, -0.5807], [0.9078, -0.6979, 0.9917], [-1.0692, 0.1412, -1.0704], [-2.8336, -1.0551, 0.1063], [-1.6962, -1.6637, 1.2824], [-1.5920, -2.2286, -0.3757], [-2.2712, 1.2661, 0.7835], [-0.9841, 0.8064, 1.8624], [0.2677, 1.9882, 0.0601]], "homo_energy_ev": -9.763, "homo_lumo_gap_ev": 10.71, "multiplicity": 1, "smiles": "COC[C@@H](C)CO"}

---

In hartree, relative to the most stable structure: (a) 0.0534; (b) 0.0192; (c) 0.0000.

---

(a)
{"formula": "C5H12O2", "method": "the ωB97M-V functional and the def2-TZVPD basis", "symbols": ["C", "C", "C", "O", "C", "C", "O", "H", "H", "H", "H", "H", "H", "H", "H", "H", "H", "H", "H"], "positions_angstrom": [[2.9089, -0.4931, 0.6639], [1.7697, 0.2119, -0.0817], [0.4914, 0.0599, 0.6917], [-0.0665, 0.9744, 1.2631], [-1.4428, 0.3937, -1.8830], [-2.5452, 0.5332, -1.1541], [-2.2350, -0.7667, 1.8320], [3.8489, -0.3986, 0.1137], [3.0479, -0.0530, 1.6562], [2.6977, -1.5605, 0.7927], [1.6358, -0.2460, -1.0710], [1.9735, 1.2793, -0.2102], [0.0724, -0.9644, 0.7520], [-1.6612, 0.0179, 1.8197], [-1.3108, -0.4314, -2.5793], [-0.6306, 1.1149, -1.8218], [-3.3730, -0.1685, -1.2336], [-2.6747, 1.3635, -0.4638], [-2.5066, -0.8665, 0.9135]], "homo_energy_ev": -10.214, "homo_lumo_gap_ev": 10.95, "multiplicity": 1, "smiles": "CCC=O.C=C.O"}

---

(b)
{"formula": "C5H12O2", "method": "the ωB97M-V functional and the def2-TZVPD basis", "symbols": ["C", "C", "C", "O", "C", "C", "O", "H", "H", "H", "H", "H", "H", "H", "H", "H", "H", "H", "H"], "positions_angstrom": [[-0.7731, 2.1082, 1.4206], [-0.2741, 0.6803, 1.2319], [-0.0727, 0.3498, -0.2478], [0.7409, 1.3162, -0.8736], [0.4868, -1.0912, -0.4496], [-0.4160, -1.9433, -1.3308], [1.7860, -0.9458, -1.0171], [-0.0476, 2.8122, 1.0043], [-1.7211, 2.2617, 0.8906], [-0.9313, 2.3468, 2.4769], [0.6803, 0.5388, 1.7601], [-0.9843, -0.0401, 1.6632], [-1.0482, 0.4169, -0.7495], [1.6479, 0.9818, -0.8138], [0.5798, -1.5732, 0.5367], [-0.6021, -1.4385, -2.2843], [0.0343, -2.9212, -1.5371], [-1.3785, -2.1144, -0.8338], [2.2929, -1.7451, -0.8469]], "homo_energy_ev": -9.798, "homo_lumo_gap_ev": 10.53, "multiplicity": 1, "smiles": "CC[C@@H](O)[C@@H](C)O"}

---

(c)
{"formula": "C5H12O2", "method": "the ωB97M-V functional and the def2-TZVPD basis", "symbols": ["C", "C", "C", "O", "C", "C", "O", "H", "H", "H", "H", "H", "H", "H", "H", "H", "H", "H", "H"], "positions_angstrom": [[-1.0001, 1.8353, 1.7303], [-0.9234, 0.4544, 1.1022], [0.0458, 0.3924, -0.0625], [1.3576, 0.7585, 0.2616], [0.1060, -1.1281, -0.5716], [0.4811, -0.9222, -1.9851], [1.1736, -1.8471, -0.0318], [-0.0034, 2.1584, 2.0440], [-1.3864, 2.5735, 1.0160], [-1.6585, 1.8295, 2.6034], [-0.5874, -0.2961, 1.8285], [-1.9124, 0.1327, 0.7437], [-0.2917, 1.1134, -0.8411], [1.7552, -0.0942, 0.5225], [-0.8734, -1.6210, -0.4226], [1.3154, -0.2216, -2.0648], [1.2371, -2.1355, -2.1803], [-0.3642, -0.6506, -2.6439], [1.5291, -2.3315, -1.0484]], "homo_energy_ev": -9.971, "homo_lumo_gap_ev": 10.62, "multiplicity": 1}

---

(d)
{"formula": "C5H12O2", "method": "the ωB97M-V functional and the def2-TZVPD basis", "symbols": ["C", "C", "C", "C", "C", "H", "H", "H", "H", "H", "H", "H", "H", "H", "H", "O", "H", "H", "O"], "positions_angstrom": [[0.0783, 0.1089, -0.0436], [0.2169, -0.1693, -1.3240], [1.2068, -0.0592, 0.9391], [1.4549, 1.2088, 1.7323], [2.5747, 1.4634, 2.3962], [-0.7701, 0.6936, 0.2807], [-0.5866, -0.0281, -2.0278], [1.1208, -0.5312, -1.7930], [2.1118, -0.2871, 0.3923], [0.9855, -0.9010, 1.6056], [0.6563, 1.9351, 1.7371], [2.6589, 2.3966, 2.9353], [3.3832, 0.7585, 2.5414], [1.2360, -4.1596, -2.5543], [1.6931, -2.8893, -1.8453], [1.1583, -3.6796, -1.7245], [-6.2904, 0.8405, -0.4773], [-6.2163, 2.0578, -1.5004], [-6.6719, 1.2412, -1.2696]], "homo_energy_ev": -9.650, "homo_lumo_gap_ev": 10.42, "multiplicity": 1, "smiles": "C=CCC=C.O.O"}

---

In hartree, relative to the most stable structure: (a) 0.0363; (b) 0.0000; (c) 0.0930; (d) 0.0580.